64
Properties=species:S:1:pos:R:3:forces:R:3:nbo_charge:R:1 method="wB97M-V/def2-TZVPD" multiplicity=2 homo_lumo_gap_ev="7.985 / 7.230" homo_ev="-10.25 / -10.09" total_charge=+1
Ir -0.17465 -0.63538 -0.23423 -0.1 -0.3 0.0 0.646
I -6.27994 2.84192 4.67427 0.0 0.0 0.0 0.194
S -1.18360 -0.55844 -2.34599 0.0 -0.3 0.0 -0.138
O -1.04355 1.43244 0.15286 -0.4 0.0 0.4 -0.704
O -0.95069 3.65305 0.21151 0.3 0.3 -0.2 -0.491
N -1.36131 -2.24609 -4.35244 -0.1 0.0 -0.1 -0.572
N 0.30636 -0.98001 1.74861 0.0 0.1 0.0 -0.507
N 1.12354 -1.88172 3.57066 0.0 0.0 0.0 -0.315
N -0.01246 -2.95037 -2.63781 0.0 0.0 -0.1 -0.579
C -4.70284 2.74562 3.32050 0.0 0.0 0.0 -0.130
C 0.43431 1.90785 -2.49363 -0.5 0.7 -0.2 -0.137
C 1.56831 1.28501 -1.80685 0.3 -0.7 -0.1 -0.355
C -1.46244 2.50050 0.57399 0.1 -0.1 -0.2 0.817
C 1.40113 3.02564 -0.05079 0.3 -0.3 0.0 -0.313
C 0.29874 -4.22451 -3.27951 0.0 0.0 0.0 -0.218
C -1.16003 -3.46425 -5.13230 0.0 0.0 0.0 -0.219
C 2.79918 0.84023 1.51042 0.1 -0.1 -0.1 -0.611
C -2.88647 3.81237 2.17495 0.0 0.0 0.0 -0.156
C 1.64655 -0.01136 -0.84353 -0.2 0.0 -0.6 -0.286
C -0.23856 -0.33385 2.83597 0.0 0.0 0.0 -0.084
C 0.23551 3.66020 -0.72511 -0.1 0.0 0.0 0.046
C -3.93580 3.87790 3.07628 0.0 0.0 0.0 -0.248
C -3.37627 1.48795 1.77475 0.0 0.0 0.0 -0.174
C -4.43089 1.54907 2.66866 0.0 0.0 0.0 -0.253
C 2.01989 1.98498 -0.60934 -0.1 1.2 0.6 0.170
C -0.13787 3.02095 -2.02441 0.1 -0.3 -0.3 -0.221
C 2.70562 0.80760 -0.00555 0.2 -0.1 0.5 -0.125
C 0.27435 -0.88054 3.97016 0.0 0.0 0.0 -0.064
C -2.59785 2.61515 1.52671 0.0 -0.1 0.0 -0.125
C -0.81767 -2.03039 -3.15681 -0.1 0.0 0.1 0.346
C 4.09068 0.52158 -0.57915 0.2 0.0 0.0 -0.597
C 1.11103 -1.90968 2.22869 0.0 0.1 0.0 0.205
C 1.94549 -2.71443 4.43555 0.0 0.0 0.0 -0.405
C -0.85196 -4.61598 -4.19123 0.0 0.0 0.0 -0.424
H -0.91451 3.52128 -2.59057 0.0 0.0 0.0 0.218
H 0.35970 -2.72208 -1.72828 0.0 0.0 0.1 0.421
H -4.15718 4.80567 3.58475 0.0 0.0 0.0 0.237
H 1.22918 -4.14027 -3.84654 0.0 0.0 0.0 0.203
H -0.33978 -3.31777 -5.83972 0.0 0.0 0.0 0.203
H 0.10436 -0.65819 5.00834 0.0 0.0 0.0 0.238
H -2.06590 -3.65453 -5.70443 0.0 0.0 0.0 0.227
H 0.44770 -4.96740 -2.49777 0.0 0.0 0.0 0.222
H 1.69495 -2.59756 1.64028 0.0 0.0 0.0 0.219
H -2.28651 4.68848 1.97596 0.0 0.0 0.0 0.239
H -0.94945 0.46728 2.72486 0.0 0.0 0.0 0.238
H -5.04078 0.67614 2.85439 0.0 0.0 0.0 0.234
H -3.16093 0.56516 1.25070 0.0 0.0 0.0 0.226
H -1.95766 -1.51650 -4.70838 0.0 0.0 0.0 0.426
H 1.97406 -3.72961 4.04752 0.0 0.0 0.0 0.223
H 1.50440 -2.73167 5.42801 0.0 0.0 0.0 0.229
H -0.58939 -5.50350 -4.76425 0.0 0.0 0.0 0.241
H 3.20565 -0.09087 1.90981 0.0 0.0 0.0 0.201
H 2.37674 1.10617 -2.51534 0.0 0.2 -0.2 0.231
H 1.84747 1.05601 1.98397 -0.1 0.0 0.0 0.216
H -1.73348 -4.84862 -3.59108 0.0 0.0 0.0 0.220
H 3.49365 1.63475 1.79151 0.0 0.0 0.0 0.221
H 2.95696 -2.31660 4.49848 0.0 0.0 0.0 0.221
H 0.36650 4.73425 -0.85338 -0.1 0.0 0.0 0.216
H 4.42206 -0.46736 -0.25368 0.0 0.0 0.0 0.206
H 1.64646 3.36959 0.94761 0.0 0.0 0.0 0.219
H 0.13748 1.52481 -3.46163 0.0 0.1 0.0 0.221
H 4.11734 0.54156 -1.66989 0.0 0.0 0.1 0.208
H 4.81057 1.25567 -0.21411 0.0 0.0 0.0 0.221
H 2.14445 -0.81727 -1.39298 0.0 -0.3 0.1 0.183



62
Properties=species:S:1:pos:R:3:forces:R:3:nbo_charge:R:1 method="wB97M-V/def2-TZVPD" homo_lumo_gap_ev=8.582 smiles="Cc1ccccc1S(=O)(=O)Cc1ccc(C(=O)NCCN(Cc2ccccc2)C(C)C)o1" homo_ev=-8.22
S 0.13255 -0.76156 2.48733 0.3 -0.1 0.3 2.156
O 2.54242 -0.72052 -3.46464 -0.1 -0.3 0.0 -0.622
O -0.70758 -1.91982 2.37255 0.0 -0.3 0.3 -0.946
O -0.07275 0.29571 1.53184 0.1 0.1 0.1 -0.952
O 2.15183 -0.67625 0.06805 0.1 0.4 -0.1 -0.400
N 1.95332 0.95727 -2.04973 0.1 0.2 0.1 -0.595
N -0.67572 1.29457 -2.59082 0.0 0.0 -0.2 -0.469
C 2.11301 -1.69458 0.94706 0.0 -0.9 -0.2 0.250
C 0.18848 2.36627 -3.03668 0.1 -0.1 0.0 -0.221
C 2.20399 -2.89098 0.28866 0.0 0.6 0.4 -0.272
C 1.88913 -1.34412 2.35838 -0.9 0.6 -0.1 -0.662
C -1.06598 -2.56119 -0.92090 -0.1 -0.1 0.1 -0.202
C 1.34785 1.94046 3.63221 0.1 0.1 -0.1 -0.660
C 2.27277 -1.21216 -1.16900 0.2 -1.3 -0.2 0.182
C -0.81404 -0.56336 6.38338 0.0 0.0 0.0 -0.225
C 0.58635 1.06180 4.57308 0.1 0.2 0.1 -0.009
C -0.99696 -1.13938 -2.86343 0.0 -0.1 0.0 0.069
C -1.43588 -3.49832 -3.09147 0.0 -0.1 -0.1 -0.210
C -0.79521 0.19865 -3.53305 0.0 0.1 0.0 -0.270
C -1.95452 1.71589 -2.02814 -0.2 0.3 0.2 -0.035
C -1.76748 2.31282 -0.63147 -0.1 -0.3 -0.2 -0.626
C 1.66073 1.91203 -3.08814 0.0 0.1 -0.2 -0.239
C 2.26494 -0.32682 -2.34620 0.1 0.4 0.2 0.631
C -0.88811 -1.31153 -1.49130 -0.1 0.1 -0.1 -0.267
C 2.31929 -2.57874 -1.08227 0.1 0.9 -0.2 -0.231
C 0.44513 1.42578 5.91067 0.0 -0.1 -0.1 -0.205
C -0.24202 0.62648 6.80586 0.0 0.0 0.0 -0.175
C -1.33598 -3.65812 -1.71908 0.0 -0.1 0.1 -0.232
C -0.68657 -0.94070 5.05922 -0.1 -0.2 0.1 -0.189
C -1.27342 -2.24766 -3.65642 0.0 0.0 0.0 -0.234
C 0.00427 -0.13438 4.17265 0.1 -0.3 -0.5 -0.269
C -2.74763 2.68269 -2.92039 0.1 -0.4 0.1 -0.632
H -0.66862 -0.46708 -0.85804 0.0 0.1 0.1 0.231
H -1.27133 3.28022 -0.67353 0.0 0.1 0.0 0.191
H 0.10250 3.17700 -2.31151 0.0 0.1 -0.1 0.197
H -3.74762 2.81797 -2.51653 -0.1 0.1 0.0 0.214
H -1.47066 -4.63402 -1.27539 0.0 -0.1 0.0 0.207
H -2.73947 2.45510 -0.16558 -0.1 0.1 0.1 0.210
H 0.12835 0.13049 -4.11282 0.0 0.0 0.0 0.226
H 2.31196 2.78722 -2.98390 -0.1 -0.1 -0.1 0.197
H 0.88324 2.35398 6.24749 0.0 0.1 0.0 0.215
H 1.97917 -2.20063 3.01653 0.0 -0.1 0.1 0.259
H 2.19326 -3.86548 0.73133 0.0 -0.2 0.2 0.232
H 2.40668 -3.25841 -1.90357 0.0 -0.1 -0.2 0.248
H -0.08544 2.76569 -4.02885 0.0 0.1 0.1 0.176
H -1.61295 0.36143 -4.25824 0.1 0.0 0.0 0.180
H -2.54001 0.79690 -1.91809 0.0 0.1 0.0 0.207
H 1.20642 2.98570 3.89820 0.0 0.1 0.0 0.228
H -2.26363 3.65561 -2.97045 0.0 0.1 0.0 0.199
H -1.64464 -4.35029 -3.72308 0.0 -0.1 0.0 0.208
H -1.35499 -1.18774 7.07708 -0.1 -0.1 0.0 0.222
H -1.18184 1.64556 -0.00437 0.0 0.0 0.0 0.240
H 1.01900 1.78387 2.60968 0.1 0.2 0.0 0.257
H -1.12365 -1.85155 4.68201 -0.1 -0.1 0.1 0.247
H 1.89943 1.42171 -4.03496 0.0 0.1 0.1 0.231
H -1.35595 -2.12619 -4.72785 0.0 0.0 -0.1 0.204
H -0.99583 -2.66794 0.15133 0.0 0.0 0.1 0.231
H 2.41580 1.72713 3.69755 0.1 0.0 0.0 0.220
H 1.55789 1.14520 -1.14023 0.0 -0.1 0.0 0.411
H -0.33543 0.93475 7.83638 0.0 0.0 0.1 0.219
H 2.51156 -0.51519 2.68222 0.1 0.1 0.1 0.245
H -2.83941 2.28877 -3.93060 -0.1 0.0 -0.1 0.206



65
Properties=species:S:1:pos:R:3:forces:R:3:nbo_charge:R:1 method="wB97M-V/def2-TZVPD" homo_lumo_gap_ev=7.821 smiles="CCN(CC)S(=O)(=O)c1ccc(N2CCN(C)CC2)c(NC(=O)c2cc(=O)c3ccccc3o2)c1" homo_ev=-8.41
S 4.08646 0.18999 2.16985 -0.1 0.0 0.1 2.345
O 5.28787 -0.46383 1.73468 -0.1 0.1 -0.3 -0.948
O 3.72867 0.09747 3.55539 -0.2 0.2 0.0 -0.938
O -2.81921 1.29408 -1.07990 0.2 -0.1 0.1 -0.471
O -0.26948 2.45522 1.05778 -0.1 0.1 0.0 -0.588
O -4.38383 5.02685 -0.45673 0.1 -0.1 0.0 -0.545
N -1.75721 -4.71437 -0.48018 0.1 0.1 0.0 -0.440
N -0.53183 -2.13155 -0.84094 -0.1 0.2 -0.2 -0.467
N 4.17076 1.78230 1.76005 -0.1 -1.1 0.3 -0.703
N -0.61022 0.45809 -0.01659 -0.3 -0.2 -0.3 -0.618
C 4.40507 3.91436 2.96712 -0.2 -0.2 -0.1 -0.612
C 0.52323 -0.29188 0.30547 0.4 -0.1 0.2 0.188
C 2.86250 -1.74835 0.64018 0.2 0.1 0.1 -0.188
C -4.61486 0.68485 -2.47144 0.2 0.0 0.1 -0.278
C -5.80842 0.98355 -3.09228 0.1 0.0 0.1 -0.169
C -6.39981 2.23244 -2.92365 -0.1 0.1 0.0 -0.226
C 3.47934 2.77756 2.54334 -0.2 0.3 0.5 -0.222
C 0.58992 -1.62001 -0.17941 0.3 0.2 0.2 0.150
C -4.58066 2.90121 -1.49183 0.1 -0.2 -0.1 -0.227
C -5.79078 3.17923 -2.13178 0.1 -0.1 0.0 -0.133
C -3.99754 1.64356 -1.66889 -0.7 0.3 -0.3 0.389
C 6.03368 2.20370 0.21416 -0.2 0.0 -0.1 -0.615
C -3.92500 3.91598 -0.64244 0.0 -0.1 -0.1 0.505
C -2.67552 3.44172 -0.05558 0.3 -0.4 0.0 -0.315
C 1.79186 -2.31037 -0.03399 -0.2 0.1 0.0 -0.241
C -1.80552 -3.71118 0.56607 -0.1 0.3 -0.1 -0.241
C 2.73657 -0.49145 1.19454 0.5 0.1 0.2 -0.329
C -2.20164 2.20340 -0.29375 -0.4 1.0 0.2 0.259
C -0.91547 1.73360 0.32738 0.1 -0.3 -0.1 0.632
C -0.49731 -4.60756 -1.19189 0.0 0.2 -0.1 -0.240
C -1.74884 -2.31634 -0.06268 -0.2 -0.3 0.4 -0.225
C 1.58058 0.24331 1.02599 -0.1 0.1 0.1 -0.238
C 4.52594 2.04771 0.38477 0.5 0.0 -0.5 -0.222
C -0.37520 -3.20678 -1.80043 0.1 -0.3 -0.2 -0.220
C -1.97674 -6.04898 0.03207 0.0 0.0 0.0 -0.406
H -1.80980 -1.57090 0.73005 0.0 0.0 -0.1 0.216
H 3.11428 2.25380 3.42776 -0.1 0.2 0.0 0.240
H -2.60420 -2.20505 -0.73784 0.0 0.0 0.1 0.199
H -2.74440 -3.82062 1.11310 0.0 0.0 0.0 0.209
H 3.79352 -2.27830 0.75903 0.1 -0.1 0.0 0.245
H -1.18199 -3.08984 -2.53296 0.1 -0.1 0.0 0.204
H 5.26502 3.51227 3.49533 0.1 0.0 0.1 0.216
H 4.00082 2.94761 0.05133 -0.1 -0.1 0.1 0.202
H 6.52068 1.29790 0.56337 0.1 0.0 0.0 0.235
H 3.87088 4.59365 3.62627 0.0 0.1 0.0 0.216
H -2.11544 4.10085 0.58827 0.1 0.0 0.0 0.262
H -1.21776 0.00930 -0.69216 0.1 0.1 0.1 0.434
H -6.28572 0.24101 -3.71338 0.0 -0.1 0.0 0.221
H -7.33449 2.45463 -3.41458 -0.1 0.0 0.0 0.221
H -0.48662 -5.34728 -1.99594 0.1 0.0 0.0 0.209
H 2.62223 3.18408 1.98855 0.0 -0.1 0.0 0.187
H 4.75295 4.47295 2.10153 0.1 0.1 -0.1 0.199
H -1.97161 -6.75241 -0.79911 0.0 -0.1 0.0 0.202
H 6.39954 3.04432 0.79666 0.1 0.1 0.1 0.204
H 0.57911 -3.09243 -2.31538 0.0 0.0 0.0 0.215
H 1.89552 -3.30406 -0.43875 0.0 -0.1 0.0 0.218
H -6.22229 4.15694 -1.98020 0.0 0.1 0.0 0.242
H 0.35560 -4.81514 -0.52095 0.0 0.0 0.0 0.162
H -4.14295 -0.27773 -2.59298 0.1 -0.1 0.0 0.225
H -0.96928 -3.82263 1.28169 -0.1 0.0 0.0 0.170
H 6.27811 2.36369 -0.83325 0.1 0.0 -0.1 0.205
H 1.50157 1.23639 1.43117 -0.1 0.1 0.0 0.262
H -1.21011 -6.35773 0.75954 0.0 0.0 0.0 0.167
H -2.95145 -6.08743 0.51568 0.0 -0.1 0.0 0.203
H 4.18097 1.20462 -0.22627 0.0 0.2 -0.1 0.203



The records above give, respectively, max |F| values of 1.4, 1.3, 1.2 eV/A.